This record from OMol25 describes a molecular structure, C33H53BrF6InNO4S2SeSiTe4. The level of theory is the ωB97M-V functional and the def2-TZVPD basis.

The calculation puts the max |F| at 0.872 eV Å⁻¹. Its LUMO energy is 3.29 eV. As for the charge: -2. The total energy comes out at -9567.8027 hartree. As for the energy above the lowest of the compared OMol25 structures with the same formula, charge and spin: 0.000 eV. The value obtained for the HOMO-LUMO gap is 5.581 eV.

The geometry in XYZ format:
```
107
Properties=species:S:1:pos:R:3:forces:R:3
F -5.223773 4.375830 4.312232 0.08 0.00 -0.01
N -2.465943 1.784928 -1.551684 0.09 -0.05 -0.14
H 0.430672 -7.932006 -8.791500 0.00 0.00 0.01
C 0.164018 7.538036 2.167615 -0.05 0.00 -0.01
C 2.257381 7.173310 5.143347 0.00 -0.01 0.01
C -4.932488 2.974807 4.347586 0.02 0.04 0.00
H 1.897093 8.012346 4.547810 0.00 0.01 0.00
H 4.011016 6.286144 3.344321 0.00 0.00 0.00
C 1.092723 -2.888309 -0.188814 0.00 0.00 0.00
H -2.441099 7.059527 2.022570 0.03 0.04 -0.02
H -2.264066 3.866212 4.344506 -0.02 -0.08 0.04
H 3.937938 5.037507 5.308640 0.00 0.00 0.00
C 1.175240 -4.417340 -6.339816 -0.02 -0.01 0.06
H 0.689382 5.421312 7.142192 0.01 0.00 0.00
H -0.946633 4.956937 7.605301 0.00 0.00 -0.02
C 3.092465 1.723469 -1.308205 0.01 0.01 0.00
C -0.537459 4.553274 5.528875 0.04 0.09 0.00
H 3.212312 1.525594 -2.372227 0.00 0.00 0.00
C 2.989617 5.986892 3.080303 0.01 0.01 0.01
In -0.065619 1.438957 0.278972 0.03 -0.76 -0.42
O -2.023445 1.597102 1.153635 0.01 0.27 0.08
F -4.109549 2.876522 3.157318 0.00 0.03 0.00
H 1.648452 -1.690314 3.006186 0.00 0.00 0.00
C -2.041979 4.412269 5.261301 -0.01 0.01 0.02
H 4.084014 1.932413 -0.893022 0.00 0.00 0.00
H 0.601680 -0.273922 3.019887 0.00 0.00 0.00
C -2.372106 4.424223 -2.380022 0.00 0.01 0.03
H 1.746055 -3.584735 0.343899 0.00 0.00 -0.01
C -0.101177 -3.843529 -6.361633 0.06 -0.09 0.07
Te -0.915159 -6.209776 -3.652092 0.05 -0.06 -0.02
C 1.557719 -1.471572 -0.033381 0.02 -0.01 -0.03
C 2.173204 -0.673551 -1.091159 0.01 -0.06 0.03
O -0.879773 2.551390 -3.423608 -0.01 0.01 -0.02
C 2.881056 4.765046 5.204351 -0.02 -0.01 0.01
F -1.861634 5.399167 -1.637854 -0.03 0.00 0.02
H -1.610042 5.552519 1.661533 0.00 -0.05 -0.02
H 3.047977 5.042167 2.539797 0.00 -0.01 0.00
Br 0.513637 3.708391 2.490258 -0.08 0.22 -0.01
C 2.813038 1.362529 1.800933 0.03 -0.05 0.00
H 1.910458 -4.358125 -4.331763 -0.03 -0.03 0.00
H 0.035948 -1.778974 2.303418 0.00 0.00 0.00
H -0.490007 8.254861 1.660594 0.01 0.02 -0.01
C 1.950309 0.647400 0.782282 0.09 0.18 0.27
C -1.068063 -4.301338 -7.267355 0.03 0.03 -0.01
H 3.172836 -4.489468 -5.570504 0.00 -0.02 0.02
Si 0.326567 5.386920 4.039663 0.09 -0.26 0.12
H -0.263059 2.460215 4.983510 -0.02 0.00 0.01
Se -0.520499 -2.426881 -5.142849 0.03 0.09 -0.09
H 3.176682 -1.967832 -2.478793 -0.02 -0.02 -0.01
H -1.692660 8.600008 3.750175 0.01 0.02 0.00
H 0.991670 8.100297 2.603414 -0.01 -0.01 0.00
F -3.666491 4.296186 -2.134348 0.01 -0.03 -0.01
H -0.519444 2.754273 6.700601 -0.01 0.00 -0.03
H -2.495138 3.850397 6.083390 -0.06 -0.02 -0.08
Te -1.475504 -0.115520 -1.559287 -0.09 0.22 0.19
H -0.349729 8.244194 4.841691 0.00 -0.01 -0.01
H -1.472927 -5.658705 -8.863774 0.00 0.00 -0.01
C 0.543382 -5.873567 -8.176867 0.08 0.00 0.04
C 0.872516 -6.991420 -9.129654 0.00 0.00 -0.01
H 1.070428 -3.197848 -1.233766 0.00 0.00 0.00
C -1.161547 7.792854 4.265664 -0.04 0.00 -0.01
S -1.426592 2.810857 -2.127843 0.05 0.02 0.00
Te -1.680930 -3.727950 -3.185976 0.10 0.02 0.09
H 2.503356 2.640236 -1.216758 0.00 0.00 0.00
H 2.726769 -0.394845 -3.148773 0.02 -0.01 0.01
O -0.393620 3.153531 -1.098174 -0.03 0.13 -0.03
H 0.556836 6.863764 1.403511 0.01 0.00 0.01
C 1.476957 -5.418554 -7.258266 -0.02 -0.03 -0.08
H 2.468299 4.665844 6.207557 -0.01 0.00 0.00
H -2.603149 5.693991 3.101386 0.01 -0.08 0.06
H 2.590682 6.735580 2.400670 0.01 0.00 0.00
C -0.721009 -5.303332 -8.165825 -0.07 0.02 0.03
C -2.461969 -3.747886 -7.274680 -0.06 0.01 -0.02
H 3.761653 0.822038 1.897727 0.00 0.00 -0.01
H 1.502592 -1.623176 -2.898196 -0.02 -0.01 -0.01
C 1.458586 -0.715885 1.091306 -0.06 0.02 -0.01
Te -4.252127 -3.420017 -3.631584 -0.18 0.00 0.01
H -3.041463 -4.177359 -8.093050 0.01 0.01 -0.02
H 2.466965 -5.863917 -7.240047 -0.01 0.00 0.01
C 2.173021 5.843927 4.374661 -0.01 0.06 -0.04
F -2.236473 4.771975 -3.663361 0.03 0.02 0.03
H 3.304928 7.375770 5.395820 0.00 0.01 0.00
H -1.869674 7.340768 4.960113 0.03 0.00 0.00
C 2.440501 0.568986 -0.611318 -0.10 0.07 -0.06
C 0.909327 -1.134375 2.420995 0.00 0.00 0.00
H 0.482879 -6.787868 -10.128853 0.00 0.00 0.00
H 1.691441 7.155547 6.076392 0.00 0.00 0.00
C 2.409837 -1.187785 -2.472317 0.00 0.00 -0.06
H -0.686584 6.428073 6.673378 0.00 0.00 0.01
H 2.347424 -2.946932 -5.272911 0.00 0.03 -0.04
C 2.215001 -4.027006 -5.327541 0.04 0.08 0.01
H -2.454959 -2.660700 -7.369032 -0.01 -0.01 -0.01
O -2.880272 3.746753 0.398801 0.02 0.01 0.01
H 2.837513 3.789885 4.714827 0.00 0.00 0.00
C -0.016637 3.133331 5.804446 0.00 -0.02 -0.02
H 1.950365 -7.139237 -9.207049 0.00 0.00 0.00
H 1.056749 3.079921 5.977881 0.02 0.02 0.01
H -2.562075 5.366998 5.203575 0.00 0.03 0.04
H 3.037482 2.386363 1.500945 0.00 0.00 0.00
H -2.981858 -3.969944 -6.340925 0.04 0.00 0.01
H 0.084472 -3.020817 0.211035 0.00 -0.01 0.01
S -3.113867 2.327240 0.418418 -0.02 -0.04 0.18
C -0.672417 6.784602 3.211800 -0.01 -0.01 0.00
C -1.894686 6.222065 2.470751 -0.09 0.06 -0.11
H 2.346053 1.403424 2.784383 0.00 0.00 0.00
F -6.138928 2.461501 3.846401 -0.03 -0.03 -0.01
C -0.347638 5.398040 6.801483 0.01 -0.01 0.01
```
Positions in Å, forces in eV/Å.